142
Properties=species:S:1:pos:R:3:forces:R:3:lowdin_charge:R:1 method="wB97M-V/def2-TZVPD" smiles="COC[C@H](C)N.COC[C@H](C)N.COC[C@H](C)N.COC[C@H](C)N.COC[C@H](C)N.COC[C@H](C)N.NC(N)=O.NC(N)=O.NC(N)=O.NC(N)=O.NC(N)=O" relative_energy_kcal_mol=129.9 charge=0
C 8.0424 -0.0752 -2.9437 -0.711 0.340 0.484 -0.08
O 7.4908 0.6704 -1.8164 -0.092 -0.175 -0.842 -0.20
C 6.1826 1.2572 -2.1045 0.549 -0.492 -1.048 -0.14
C 5.1343 0.1686 -2.2723 1.653 -0.884 0.356 -0.48
C 3.7465 0.5818 -2.3531 -2.021 0.637 -1.574 -0.07
N 5.2310 -0.5720 -1.0524 0.207 -1.329 1.811 0.03
H 9.0508 -0.4341 -2.7374 -0.139 0.267 0.495 0.09
H 8.0929 0.5123 -3.8604 -0.086 0.408 0.044 0.08
H 7.4254 -0.9430 -3.1766 -0.025 -0.149 0.111 0.07
H 5.8047 1.7996 -1.2379 0.721 0.578 -0.040 0.12
H 6.3100 1.8505 -3.0100 -0.226 0.472 0.104 0.13
H 5.3932 -0.4916 -3.1001 -0.042 -0.051 -0.171 0.13
H 3.5663 0.9150 -3.3751 -0.180 1.028 0.118 0.08
H 3.4649 1.2743 -1.5599 0.020 0.432 -0.317 0.07
H 3.0315 -0.2405 -2.3245 0.333 -0.515 0.474 0.09
H 4.8202 0.0082 -0.3350 -0.591 0.110 0.297 0.09
H 6.1920 -0.5663 -0.7417 0.553 -0.398 -0.132 0.09
C 0.7670 2.6799 -3.7700 0.891 -0.242 0.356 -0.11
O 1.5567 3.8483 -3.9494 -0.656 0.685 0.633 -0.18
C 0.9181 5.0436 -4.4293 1.031 -0.317 -1.059 -0.17
C 1.8675 6.3132 -4.3968 -0.438 -0.291 -0.052 -0.43
C 2.0490 6.9482 -3.0066 0.269 -2.460 0.241 -0.05
N 1.3170 7.2865 -5.2774 -1.390 1.136 -1.291 0.00
H 1.5217 1.9201 -3.5670 -0.147 -0.172 -0.071 0.07
H 0.1542 2.3185 -4.5958 0.096 0.503 -0.587 0.09
H 0.1191 2.6594 -2.8937 -0.134 0.661 0.255 0.05
H 0.6786 4.7874 -5.4614 0.115 0.581 -0.495 0.12
H -0.0678 5.2664 -4.0214 -0.011 0.020 0.947 0.12
H 2.7825 6.1292 -4.9599 0.540 -0.954 1.011 0.14
H 1.1806 7.5086 -2.6603 -0.030 0.049 -0.287 0.08
H 2.9782 7.4882 -2.8246 -0.115 0.070 -0.334 0.08
H 2.0919 6.0130 -2.4483 0.277 0.298 1.155 0.06
H 0.3460 7.4343 -5.0417 -0.423 0.146 -0.055 0.07
H 1.7549 8.1580 -5.0152 0.088 0.330 -0.362 0.07
C -0.7002 -6.0381 0.6835 -0.639 1.111 0.373 -0.08
O -0.5968 -4.8864 -0.1985 -0.363 -1.117 0.002 -0.23
C -0.7379 -5.1355 -1.6328 -0.208 0.112 2.020 -0.18
C 0.4548 -5.8743 -2.1695 1.566 1.145 -0.420 -0.45
C 1.6988 -4.9745 -1.9536 -0.700 0.178 0.989 -0.05
N 0.2742 -6.0839 -3.5783 -0.325 -0.493 -1.198 0.03
H 0.0457 -5.9520 1.4737 0.914 -0.450 -0.687 0.08
H -0.8301 -7.0183 0.2247 0.723 0.142 -0.339 0.09
H -1.5578 -5.9677 1.3525 -0.869 0.420 -0.422 0.05
H -1.7313 -5.5326 -1.8417 0.083 -0.561 -0.094 0.12
H -0.7317 -4.1296 -2.0525 0.066 0.073 -0.132 0.12
H 0.7191 -6.8557 -1.7759 -0.651 -0.001 0.621 0.14
H 1.5170 -3.9501 -2.2786 -0.075 -0.025 -0.864 0.08
H 2.5779 -5.4118 -2.4268 0.079 0.175 0.257 0.08
H 1.8341 -4.7538 -0.8948 0.469 -0.708 0.114 0.05
H 0.0610 -5.2187 -4.0538 -0.236 0.335 0.028 0.07
H 1.1834 -6.3212 -3.9487 0.076 -0.358 -0.262 0.07
C 2.1479 3.6154 7.2784 1.093 0.779 -0.191 -0.12
O 1.4217 3.0779 6.2230 -1.493 -0.253 0.712 -0.18
C 1.4151 3.9167 5.0992 0.023 -0.347 -0.444 -0.22
C 0.2500 3.5846 4.2070 -1.208 -0.201 0.923 -0.41
C -1.1106 3.6888 4.9557 0.022 0.332 0.287 -0.04
N 0.3695 2.2667 3.6127 -0.039 0.215 -0.895 0.04
H 2.1814 2.9723 8.1578 -0.146 -0.154 -0.332 0.09
H 1.8351 4.6195 7.5647 -0.676 0.056 0.190 0.09
H 3.1460 3.8140 6.8880 0.680 -0.286 0.358 0.08
H 1.2683 4.9830 5.2708 0.460 0.166 0.791 0.13
H 2.3888 3.7099 4.6551 0.120 0.590 -0.745 0.12
H 0.1949 4.3392 3.4224 0.301 -0.023 -0.275 0.13
H -1.2721 4.6323 5.4771 0.337 0.261 -0.038 0.08
H -1.2521 2.9204 5.7158 0.294 -0.199 -0.123 0.08
H -1.9554 3.6273 4.2697 0.125 -0.192 -0.284 0.06
H 0.7067 1.5521 4.2418 -0.251 0.045 0.337 0.10
H -0.5666 2.0515 3.3007 -0.012 -0.654 -0.058 0.06
C 1.0096 -2.5239 2.2306 -0.049 0.022 -0.531 -0.10
O 0.5773 -1.2705 1.6828 -1.110 -0.658 -0.552 -0.18
C -0.6599 -1.4066 0.9061 1.133 -0.615 -1.050 -0.15
C -0.9795 -0.1537 0.0310 0.065 -1.923 1.566 -0.42
C 0.0966 0.1905 -0.9635 -0.676 0.128 0.122 -0.04
N -1.1403 0.8977 0.9821 -0.151 1.994 0.240 0.06
H 0.9329 -3.3674 1.5445 -0.061 0.197 -0.774 0.06
H 0.4130 -2.8975 3.0629 -0.048 0.614 0.524 0.09
H 2.0685 -2.4346 2.4730 -0.184 0.219 0.377 0.08
H -0.5557 -2.2469 0.2197 0.232 -0.412 0.042 0.10
H -1.5079 -1.6497 1.5463 -0.073 0.248 0.350 0.11
H -1.9570 -0.4058 -0.3801 -0.037 0.231 -0.519 0.14
H -0.2002 1.1085 -1.4707 0.094 0.030 -0.037 0.04
H 0.1996 -0.5895 -1.7179 0.456 -0.048 0.167 0.09
H 0.9747 0.4028 -0.3536 0.426 -0.266 -0.555 0.07
H -0.3054 0.8664 1.5496 0.295 0.136 0.309 0.04
H -1.8745 0.6308 1.6224 -0.519 0.173 0.298 0.04
C -7.4052 -7.0232 -0.0409 1.168 -0.457 0.163 -0.08
O -6.3011 -6.2240 -0.4690 -1.610 0.164 -0.916 -0.19
C -5.7336 -5.4984 0.5695 1.395 0.068 -0.286 -0.24
C -4.7706 -4.4976 -0.0750 0.510 -0.493 -0.378 -0.44
C -3.9235 -3.7669 0.9391 -0.391 -0.565 -0.030 -0.05
N -5.4784 -3.5826 -0.9779 -0.749 -0.635 0.336 0.06
H -6.9514 -7.9340 0.3497 -0.294 -0.279 0.411 0.09
H -8.0317 -7.3433 -0.8734 0.029 0.541 -0.061 0.09
H -7.9446 -6.5137 0.7576 -0.344 -0.052 -0.166 0.09
H -6.4370 -4.9248 1.1731 -0.522 -0.094 0.164 0.12
H -5.2037 -6.2281 1.1817 0.244 0.204 0.650 0.13
H -4.1307 -5.0771 -0.7404 0.295 -0.124 0.101 0.13
H -4.5853 -3.4880 1.7590 0.157 0.346 0.069 0.05
H -3.4487 -2.9051 0.4702 0.028 -0.036 0.257 0.08
H -3.1908 -4.4644 1.3450 0.184 0.253 0.046 0.07
H -6.3600 -3.4287 -0.5098 -0.413 1.149 0.695 0.06
H -5.9064 -4.2467 -1.6071 0.345 -0.141 -1.210 0.06
N -4.4096 -1.4892 3.4716 -0.701 -5.391 4.099 0.18
C -4.1833 -0.5606 2.6371 -0.273 2.551 -0.912 -0.82
N -4.9555 -0.4826 1.5846 -1.662 -0.126 -3.194 0.21
O -3.4361 0.3252 2.9602 2.583 2.608 0.125 0.02
H -4.8899 -2.3550 3.2721 -0.004 0.422 -0.011 0.10
H -3.8308 -1.4896 4.2993 -0.094 -0.016 -0.221 0.13
H -5.4246 -1.2855 1.1904 0.093 0.133 0.193 0.10
H -4.8181 0.2901 0.9488 0.214 0.057 -0.135 0.07
N -4.0096 3.3698 2.1546 -1.622 -2.166 0.804 0.19
C -3.4490 4.5395 1.9328 -3.739 0.691 2.045 -0.82
N -2.3056 4.4733 1.3887 5.381 0.662 -2.606 0.18
O -3.9295 5.6172 2.2495 -0.769 0.932 0.341 0.01
H -4.9232 3.3267 2.5830 0.341 0.035 -0.166 0.12
H -3.6162 2.5247 1.7658 -0.307 -0.016 0.168 0.06
H -1.8798 3.6230 1.0484 0.069 0.355 0.152 0.07
H -2.0126 5.4107 1.1531 0.774 -0.460 -0.321 0.13
N 3.7097 -3.3334 0.1845 -2.999 1.714 3.351 0.18
C 4.5442 -4.1115 -0.4089 1.367 -4.230 -1.193 -0.83
N 5.0973 -3.4900 -1.3917 2.837 2.319 -4.019 0.16
O 4.7454 -5.3050 -0.2383 -0.654 -1.041 0.965 0.01
H 3.1065 -3.7858 0.8565 0.287 0.767 0.301 0.10
H 3.9606 -2.3559 0.1431 -0.888 0.110 0.439 0.10
H 5.6276 -3.9546 -2.1148 0.042 -0.048 0.671 0.12
H 5.0788 -2.4809 -1.3511 0.101 0.280 -0.642 0.04
N -2.6687 2.8899 -1.4687 2.690 0.983 0.684 0.18
C -3.8188 2.2510 -1.3689 -0.080 -0.048 0.117 -0.74
N -4.4779 2.2483 -2.5042 -1.696 0.037 -2.655 0.18
O -4.1681 1.7275 -0.3426 -0.844 -1.185 1.648 0.03
H -2.3436 3.4162 -2.2671 -0.074 -0.253 0.359 0.11
H -2.0799 2.7219 -0.6655 0.357 0.208 -0.332 0.07
H -5.4350 1.9385 -2.5940 0.359 0.095 0.136 0.12
H -4.0242 2.7370 -3.2628 -0.691 -0.290 -0.115 0.11
N 2.7892 2.4548 2.0347 2.556 -0.995 3.168 0.17
C 2.7201 2.8588 0.8034 0.283 0.345 -1.298 -0.79
N 1.4476 2.9686 0.4943 -3.458 0.782 -2.116 0.17
O 3.6465 3.0823 0.0576 1.359 0.370 -0.927 0.03
H 1.9718 2.5988 2.6102 0.027 -0.339 0.517 0.04
H 3.7327 2.5393 2.3853 -0.271 -0.260 0.541 0.12
H 0.7939 2.3854 0.9971 -0.217 0.466 -0.252 0.06
H 1.1855 3.3717 -0.3939 0.070 -0.408 0.096 0.11

148
Properties=species:S:1:pos:R:3:forces:R:3:lowdin_charge:R:1 method="wB97M-V/def2-TZVPD" charge=0
C 12.8593 13.4756 13.3378 -0.950 1.007 5.745 -0.72
O 11.9776 13.0822 14.1336 0.358 -0.303 0.284 -0.04
N 13.8380 14.2730 13.7437 1.332 1.294 1.394 0.20
N 12.9284 13.1919 12.1305 -0.437 -1.662 -6.503 0.22
H 13.7959 14.6468 14.6811 0.078 0.273 -0.310 0.06
H 14.5125 14.6311 13.0828 -0.152 -0.074 0.279 0.10
H 12.2584 12.5251 11.7747 -0.299 0.014 -0.409 0.08
H 13.1908 13.9960 11.5785 0.332 -0.398 -0.886 0.07
C 10.8982 10.6419 10.0980 3.566 3.528 -1.816 -0.71
O 10.9932 11.1462 11.2071 0.948 -0.242 1.305 -0.01
N 9.8920 9.9706 9.7242 -4.397 -3.054 -0.298 0.19
N 11.7552 10.9176 9.0548 0.725 -0.235 0.514 0.16
H 9.2624 9.7910 10.4932 -0.494 -0.410 -0.634 0.13
H 9.7559 9.6566 8.7739 -0.147 -0.147 0.565 0.13
H 12.5253 11.5494 9.2213 -0.002 0.492 -0.021 0.04
H 11.4654 10.8391 8.0904 -0.038 -0.130 0.371 0.10
C 8.2723 13.3699 12.6172 0.828 -0.287 -1.322 -0.80
O 7.1889 13.8646 12.6493 -2.685 1.633 0.837 0.05
N 9.3945 13.8521 13.1131 1.377 2.350 2.543 0.19
N 8.5294 12.3383 11.8493 -0.379 -3.775 -2.517 0.16
H 10.2367 13.3175 13.2712 -0.008 -0.130 -0.012 0.06
H 9.2093 14.5656 13.8036 0.415 0.060 0.053 0.12
H 9.4174 11.8637 11.7702 0.116 0.352 0.099 0.04
H 7.8263 12.0753 11.1737 -0.013 0.061 0.396 0.11
C 13.9783 11.5049 17.1207 1.288 -0.583 2.314 -0.80
O 14.8645 11.2749 17.9305 0.929 -0.232 0.533 0.01
N 13.8040 12.6576 16.5375 0.604 4.463 -1.580 0.18
N 13.0083 10.7046 16.8068 -1.150 -2.722 -0.198 0.18
H 14.2710 13.4689 16.9167 0.136 -0.404 -0.346 0.10
H 13.2090 12.7689 15.7290 -0.188 0.133 0.111 0.06
H 12.9296 9.8632 17.3599 -0.232 0.041 -0.456 0.13
H 12.2237 11.1392 16.3423 -0.469 -1.243 0.206 0.03
C 12.8335 18.1882 13.1306 -2.249 -1.702 1.705 -0.75
O 11.7690 17.6352 13.4248 0.107 0.481 -0.831 0.03
N 13.0230 19.1559 12.2680 -0.523 2.331 -2.648 0.17
N 13.9449 17.8633 13.7316 3.561 -1.196 1.814 0.17
H 12.2506 19.3739 11.6548 0.025 0.333 -0.029 0.07
H 13.9201 19.6093 12.1693 -0.432 -0.110 -0.099 0.12
H 14.8188 18.3080 13.4895 -0.276 -0.228 0.111 0.08
H 13.9694 17.1561 14.4523 -0.263 0.187 -0.017 0.06
C 20.8762 18.7231 10.5048 -0.064 -0.226 1.037 -0.07
C 19.5467 18.0010 10.8021 0.728 -0.413 0.303 -0.43
C 19.0896 18.0513 12.3068 -0.456 1.045 -1.298 -0.20
O 18.0124 17.1665 12.5124 0.245 -0.690 0.317 -0.19
C 17.4552 17.2207 13.8210 -0.071 -0.528 -0.712 -0.10
N 18.5401 18.4567 9.8884 -1.252 0.150 -0.043 0.02
H 21.5668 18.4917 11.3158 0.349 0.276 -0.041 0.07
H 20.7156 19.7988 10.4327 0.056 0.102 0.238 0.07
H 21.3497 18.4199 9.5710 -0.280 -0.239 -0.035 0.07
H 19.7063 16.9466 10.5766 -0.049 -0.218 0.172 0.14
H 18.6840 19.0339 12.5476 0.205 0.661 -0.186 0.12
H 19.9456 17.9355 12.9716 0.087 -0.642 0.135 0.12
H 18.2260 17.1817 14.5906 -0.031 0.201 0.118 0.09
H 16.8116 16.3476 13.9280 0.194 -0.220 -0.017 0.08
H 16.7740 18.0640 13.9353 0.384 0.541 0.154 0.06
H 18.4813 19.4644 9.9215 -0.079 0.188 -0.064 0.07
H 18.7612 18.2034 8.9360 0.055 -0.064 -0.019 0.07
C 17.5238 12.5676 13.3382 1.392 -0.828 -0.185 -0.07
C 18.4006 12.1352 14.5309 -0.781 0.909 0.038 -0.40
C 19.6020 11.1849 14.1823 -1.070 1.464 -0.395 -0.20
O 20.2990 10.7804 15.3434 -0.160 -0.315 -0.097 -0.20
C 19.5282 9.9450 16.2425 0.756 1.263 -0.184 -0.06
N 18.9184 13.3820 15.2252 -0.775 -1.809 -0.657 0.05
H 18.1115 13.2056 12.6782 -0.030 0.119 -0.271 0.08
H 16.6033 13.0904 13.5981 0.099 -0.123 0.326 0.06
H 17.3071 11.6415 12.8058 -0.420 0.245 -0.329 0.06
H 17.6548 11.6574 15.1662 0.396 -0.232 0.492 0.10
H 20.2427 11.8063 13.5567 0.668 0.260 0.448 0.12
H 19.3661 10.4277 13.4346 -0.543 -0.891 0.587 0.12
H 19.5668 8.9109 15.8998 -0.543 0.026 0.010 0.09
H 18.5623 10.4300 16.3834 -0.347 -0.798 -0.182 0.07
H 20.0002 10.0302 17.2213 0.292 -0.191 -0.118 0.09
H 19.1999 13.9405 14.4321 0.485 0.450 0.095 0.04
H 19.7454 13.0050 15.6658 0.506 0.595 0.416 0.05
C 15.7115 13.6951 7.7553 1.568 -1.202 -0.513 -0.06
C 14.9982 12.6977 8.6380 0.751 0.441 0.265 -0.42
C 15.7113 12.4985 10.0140 -0.070 -0.511 0.077 -0.16
O 17.0209 11.8641 9.9877 -1.425 1.795 -0.807 -0.19
C 17.0361 10.5351 9.5471 0.997 -0.562 0.249 -0.12
N 13.6352 13.1928 8.7558 -0.898 -0.640 0.376 0.03
H 15.1405 13.9478 6.8619 -0.318 0.393 0.298 0.08
H 16.5503 13.1493 7.3233 0.676 0.404 0.107 0.08
H 16.0713 14.5451 8.3351 -0.138 0.190 -0.298 0.09
H 15.0227 11.7175 8.1619 -0.390 -0.083 -0.195 0.12
H 15.1152 11.9060 10.7080 -0.447 -0.176 -0.237 0.09
H 15.7926 13.4659 10.5097 0.530 0.102 -0.098 0.11
H 17.4955 9.9972 10.3763 -0.402 -0.622 -0.007 0.08
H 17.7292 10.4063 8.7158 0.082 0.280 -0.278 0.08
H 16.1016 10.0831 9.2145 -0.312 0.235 0.448 0.09
H 13.3356 13.4089 7.8158 -0.266 -0.475 -0.397 0.08
H 13.6543 14.1315 9.1281 0.253 -0.015 0.723 0.03
C 14.4964 8.1146 12.9028 0.193 -0.011 0.238 -0.06
C 14.4891 9.3287 13.7711 2.227 0.091 1.556 -0.42
C 15.4917 9.1145 14.9824 -0.055 1.091 0.049 -0.21
O 15.2040 7.9821 15.7478 -0.792 -0.674 0.614 -0.19
C 15.9188 7.7236 16.9693 -0.247 -0.015 -0.607 -0.08
N 14.9047 10.5079 13.0054 -0.144 -0.497 0.085 0.07
H 15.4811 7.6511 12.8423 0.049 -0.121 0.390 0.08
H 14.3074 8.3965 11.8670 -0.966 -0.343 0.047 0.07
H 13.7943 7.5249 13.4922 -0.091 -1.051 -1.178 0.09
H 13.4969 9.4701 14.1995 -0.098 0.007 0.206 0.12
H 15.4406 10.0169 15.5917 -0.208 0.222 0.360 0.09
H 16.5460 9.0634 14.7105 0.203 -0.009 -0.946 0.12
H 15.2333 7.1929 17.6300 -0.071 0.050 -0.075 0.08
H 16.2923 8.5913 17.5131 -0.229 0.426 -0.312 0.08
H 16.7607 7.0574 16.7813 0.178 -0.037 -0.187 0.08
H 15.1097 11.2829 13.6198 -0.111 0.267 0.179 0.05
H 14.0507 10.7326 12.5153 0.054 0.625 -0.416 0.05
C 8.4000 10.6889 16.1242 -2.189 0.679 0.678 -0.07
C 9.5221 11.6383 16.3346 0.361 -0.686 0.429 -0.42
C 9.8857 11.8053 17.8237 0.355 0.535 0.927 -0.17
O 8.8466 12.5225 18.5632 0.174 -0.781 -0.682 -0.19
C 9.0272 12.8305 19.9424 0.202 0.064 -0.425 -0.11
N 10.6345 11.0561 15.5877 0.366 1.226 -0.297 0.03
H 8.0971 10.4253 15.1108 0.615 0.266 -0.302 0.08
H 7.5482 11.2596 16.4943 -0.567 -0.672 0.412 0.08
H 8.5422 9.7607 16.6776 -0.012 0.084 0.146 0.09
H 9.3174 12.6896 16.1322 -0.408 -0.051 -1.110 0.14
H 10.8001 12.3986 17.8206 0.208 0.403 0.134 0.11
H 10.2034 10.8781 18.3008 -0.526 -0.395 0.180 0.12
H 9.2411 11.9770 20.5858 0.215 -0.324 -0.228 0.08
H 8.1097 13.2696 20.3343 -0.214 -0.086 -0.407 0.08
H 9.7907 13.5941 20.0909 0.370 -0.036 -0.079 0.08
H 10.3366 10.5196 14.7856 -0.534 -0.362 0.242 0.09
H 11.0926 11.8154 15.1043 0.460 0.298 -0.069 0.02
C 10.5896 16.3183 10.2518 0.041 -0.334 1.490 -0.04
C 11.1796 17.2835 9.2746 -1.637 0.807 -0.663 -0.43
C 10.4473 18.6075 9.2195 0.574 -0.323 1.347 -0.16
O 10.7521 19.3030 10.4549 -1.263 -0.142 -0.771 -0.21
C 10.0049 20.4846 10.5324 0.517 2.060 0.614 -0.12
N 12.5978 17.4860 9.4614 0.173 0.386 -0.161 0.06
H 11.3528 15.5462 10.3487 -0.682 -0.717 0.045 0.07
H 9.5736 15.9713 10.0636 0.311 -0.450 -0.921 0.09
H 10.4101 16.6717 11.2673 0.741 0.672 0.157 0.08
H 10.9257 16.8832 8.2930 0.761 -0.343 -0.399 0.14
H 9.3968 18.3392 9.1079 -0.302 0.622 0.118 0.13
H 10.8081 19.2274 8.3986 -0.161 0.078 -0.267 0.13
H 10.1397 21.1101 9.6500 -0.390 -0.308 -0.608 0.09
H 10.4123 21.1722 11.2735 0.613 -0.431 0.501 0.08
H 8.9634 20.4838 10.8540 -0.273 -1.034 -0.497 0.10
H 12.7592 17.7976 10.4085 -0.267 -0.075 0.652 0.06
H 12.7958 18.3557 8.9877 0.608 -0.044 -0.657 0.10
O 13.9363 16.1000 16.1043 0.171 -0.156 -0.060 -0.04
H 14.7357 15.9612 16.6123 0.376 0.005 0.177 0.06
H 13.2297 16.0368 16.7469 -0.439 0.065 0.109 0.07
O 13.9083 15.3885 10.4777 0.724 -0.913 0.949 -0.07
H 13.3323 16.0697 10.1306 -0.378 0.864 -0.732 -0.03
H 14.7559 15.8210 10.5815 0.341 0.146 0.019 0.07

Maximum force values (in hartree/bohr) by entry order: 0.1324, 0.1308.
LUMO level values (in eV) by entry order: 0.18, 0.16.